9
Properties=species:S:1:pos:R:3:forces:R:3 method="wB97M-V/def2-TZVPD" e_above_lowest_kcal_mol=82.9 e_lumo_ev=-0.2 homo_ha=-0.3494 max_force_ev_per_a=3.8 homo_lumo_gap_ha=0.341 smiles="O=C=CF.B" total_energy_ha=-278.41790
O -1.015 -0.719 1.375 0.3 1.6 -0.1
C -0.856 0.444 1.260 -0.5 -3.4 0.2
C -0.705 1.715 1.132 -1.6 3.0 1.7
F 0.022 2.255 0.164 0.8 0.3 -0.9
H -1.277 2.463 1.784 1.0 -1.5 -1.0
B 0.905 -1.570 -1.372 2.3 0.2 0.0
H -0.028 -2.266 -1.248 0.0 -0.4 0.5
H 0.859 -0.739 -2.181 -0.4 0.7 -0.5
H 2.094 -1.583 -0.915 -1.8 -0.5 0.0